Entry 1:
{
  "formula": "C20H50NO2P2Si4TbTe",
  "method": "ωB97M-V/def2-TZVPD",
  "elements": ["Tb", "P", "C", "C", "N", "C", "C", "C", "C", "C", "P", "H", "H", "H", "H", "H", "H", "H", "H", "O", "H", "H", "O", "H", "C", "H", "H", "H", "C", "H", "H", "H", "C", "H", "H", "H", "C", "H", "H", "H", "C", "Si", "C", "C", "Si", "Te", "Si", "C", "C", "C", "Si", "C", "C", "C", "H", "H", "H", "H", "H", "H", "H", "H", "H", "H", "H", "H", "H", "H", "H", "H", "H", "H", "H", "H", "H", "H", "H", "H", "H", "H", "H"],
  "positions_angstrom": [[0.0072, 1.2887, -1.7283], [-2.5750, 1.0971, -2.4828], [-2.3952, 1.8102, -4.1877], [-1.0232, 1.8194, -4.8392], [0.1086, 1.6284, -4.1023], [1.3106, 1.6770, -4.7477], [1.3994, 2.0015, -6.0892], [0.2509, 2.2123, -6.8316], [-0.9762, 2.0771, -6.2033], [2.5979, 1.3958, -3.9900], [2.4275, 0.1824, -2.6252], [-1.9142, 2.1827, -6.7520], [2.3932, 2.0441, -6.5401], [0.3105, 2.4757, -7.8872], [3.3488, 0.9845, -4.6799], [3.0177, 2.3268, -3.5698], [-3.0605, 1.2806, -4.7990], [-2.7562, 2.8561, -4.1103], [-0.9326, -3.8973, -5.6396], [-0.6563, -3.0111, -5.7722], [-0.9240, -2.8040, -6.6861], [0.2426, -3.0824, 0.7024], [0.0065, -0.7955, -0.7861], [-0.0919, -1.5421, -1.4037], [2.3489, -1.3830, -3.5656], [3.2773, -1.5223, -4.1387], [2.2366, -2.2014, -2.8401], [1.4876, -1.4008, -4.2489], [4.0799, 0.0962, -1.8602], [3.9615, -0.4476, -0.9106], [4.7974, -0.4397, -2.5005], [4.4530, 1.1076, -1.6455], [-3.9951, 2.0566, -1.8631], [-4.9310, 1.5122, -2.0491], [-3.8770, 2.2150, -0.7829], [-4.0310, 3.0349, -2.3599], [-3.3189, -0.5404, -2.7862], [-3.0518, -1.2077, -1.9554], [-4.4125, -0.4480, -2.8295], [-2.9397, -0.9742, -3.7208], [3.6432, -0.0967, 4.0969], [1.9867, 0.7625, 3.8555], [1.3653, 1.3486, 5.5359], [2.2508, 2.2526, 2.7348], [0.5177, -0.7366, 2.7953], [1.6259, -2.2299, 1.0836], [-0.1221, -2.4585, 4.2621], [-0.6410, -1.8197, 5.9544], [-1.5955, -3.3651, 3.5092], [1.3907, -3.5573, 4.4631], [-1.4240, 0.4387, 2.2091], [-2.2965, 0.8727, 3.8337], [-1.1113, 2.0437, 1.2527], [-2.5414, -0.6864, 1.2066], [4.4013, 0.6766, 4.2928], [3.9487, -0.6593, 3.2060], [3.6265, -0.7867, 4.9504], [2.1190, 2.0392, 5.9445], [0.4156, 1.8945, 5.4740], [1.2433, 0.5304, 6.2562], [2.1827, 1.9992, 1.6694], [1.5354, 3.0576, 2.9453], [3.2624, 2.6432, 2.9173], [-1.4047, -1.0343, 5.9083], [-1.0649, -2.6745, 6.5028], [0.2138, -1.4413, 6.5280], [-1.5716, -3.4040, 2.4141], [-1.5879, -4.3979, 3.8894], [-2.5422, -2.8971, 3.8161], [1.8549, -3.8278, 3.5036], [2.1538, -3.0658, 5.0826], [1.0740, -4.4793, 4.9735], [-1.6483, 1.3657, 4.5699], [-3.1126, 1.5687, 3.5874], [-2.7461, -0.0053, 4.3164], [-1.5019, 2.0093, 0.2078], [-1.7053, 2.8107, 1.7767], [-0.0596, 2.3670, 1.2968], [-1.9931, -1.1544, 0.3798], [-2.9825, -1.4785, 1.8239], [-3.3604, -0.0899, 0.7819]],
  "mulliken_charge": [0.715, 1.000, -1.321, 0.552, 0.083, 0.742, -0.797, -0.573, -0.741, -1.242, 0.799, 0.502, 0.479, 0.459, 0.450, 0.411, 0.598, 0.409, 0.295, -0.577, 0.308, 0.061, -0.423, 0.150, -1.240, 0.470, 0.339, 0.311, -1.179, 0.280, 0.412, 0.413, -1.231, 0.382, 0.286, 0.439, -1.299, 0.305, 0.490, 0.398, -1.086, 0.576, -1.049, -0.992, -0.203, -0.346, 0.576, -1.065, -1.030, -1.052, 0.420, -1.090, -0.647, -0.765, 0.405, 0.322, 0.290, 0.402, 0.290, 0.254, 0.048, 0.361, 0.449, 0.289, 0.381, 0.295, 0.264, 0.425, 0.288, 0.298, 0.269, 0.378, 0.188, 0.410, 0.286, -0.308, 0.391, 0.334, -0.060, 0.449, 0.439],
  "multiplicity": 7,
  "e_lumo_ha": [-0.2454, -0.2313],
  "total_charge": 2
}

---

Entry 2:
{
  "formula": "C20H51CuN3NbOSi4",
  "method": "ωB97M-V/def2-TZVPD",
  "elements": ["N", "C", "O", "Cu", "Nb", "N", "N", "C", "C", "C", "C", "C", "C", "C", "C", "H", "H", "H", "H", "H", "H", "H", "H", "H", "H", "H", "H", "H", "H", "H", "H", "H", "H", "C", "H", "H", "H", "C", "H", "H", "H", "C", "Si", "C", "C", "Si", "Si", "C", "C", "C", "Si", "C", "C", "C", "H", "H", "H", "H", "H", "H", "H", "H", "H", "H", "H", "H", "H", "H", "H", "H", "H", "H", "H", "H", "H", "H", "H", "H", "H", "H", "H"],
  "positions_angstrom": [[-1.8291, -0.4274, 0.0636], [-2.9321, -1.0584, 0.4777], [-3.9062, -0.5072, 1.0619], [-2.6523, 1.2930, 1.4716], [0.0000, 0.0000, 0.0000], [0.2936, 1.7490, -0.9445], [0.8780, -1.4893, -1.0598], [-0.3298, 2.5134, -2.0549], [0.2354, -2.4866, -1.9697], [-0.0459, 4.0229, -1.8897], [0.2168, 2.0187, -3.4136], [-1.8508, 2.2958, -2.0219], [-0.4726, -3.5584, -1.1113], [1.2655, -3.1515, -2.9081], [-0.7994, -1.7520, -2.8412], [-0.3621, 4.3680, -0.8888], [-0.6048, 4.5978, -2.6479], [1.0246, 4.2577, -2.0169], [1.3171, 2.0975, -3.4519], [-0.1931, 2.6188, -4.2452], [-0.0587, 0.9637, -3.5710], [-2.0913, 1.2200, -2.0507], [-2.3309, 2.7953, -2.8807], [-2.2729, 2.7386, -1.0971], [0.2425, -4.0309, -0.4133], [-0.9026, -4.3551, -1.7458], [-1.2876, -3.0941, -0.5279], [1.9885, -3.7800, -2.3605], [1.8247, -2.3920, -3.4836], [0.7379, -3.8029, -3.6262], [-1.3549, -2.4708, -3.4691], [-0.2945, -1.0268, -3.5030], [-1.5262, -1.2188, -2.2062], [1.6939, 2.0735, -0.6596], [2.1053, 1.3318, 0.0619], [2.3460, 2.0299, -1.5551], [1.8173, 3.0612, -0.1735], [2.2423, -1.8030, -0.6397], [2.5574, -1.0911, 0.1492], [2.3297, -2.8179, -0.1942], [2.9813, -1.7324, -1.4636], [1.2950, 3.3042, 3.2398], [0.0895, 1.9592, 3.7007], [0.0968, 1.7233, 5.5583], [-1.5949, 2.6823, 3.3777], [0.6164, -0.0044, 2.6256], [2.8627, -0.2937, 3.0459], [3.2769, 0.1845, 4.8053], [3.4197, -2.0707, 2.8717], [3.9877, 0.7785, 1.9993], [-0.4169, -1.7030, 3.7179], [0.3309, -2.0293, 5.4005], [-2.2215, -1.3635, 4.0355], [-0.2480, -3.2622, 2.7100], [1.0216, 4.2357, 3.7765], [1.2454, 3.4848, 2.1474], [2.3220, 3.0147, 3.5286], [-0.1273, 2.6941, 6.0461], [-0.6957, 1.0010, 5.8363], [1.0683, 1.3584, 5.9278], [-1.6588, 3.0105, 2.3218], [-2.3813, 1.9467, 3.6415], [-1.7260, 3.5811, 4.0160], [2.6843, -0.4068, 5.5272], [4.3544, -0.0051, 4.9862], [3.0893, 1.2647, 4.9528], [3.2766, -2.4430, 1.8460], [4.4981, -2.1318, 3.1239], [2.8575, -2.7170, 3.5708], [3.9548, 0.4808, 0.9370], [3.7078, 1.8450, 2.0979], [5.0306, 0.6468, 2.3527], [0.2472, -1.1325, 6.0422], [-0.2162, -2.8666, 5.8801], [1.3928, -2.3178, 5.3006], [-2.7529, -1.2240, 3.0870], [-2.6648, -2.2279, 4.5713], [-2.3282, -0.4530, 4.6571], [-0.7496, -3.1113, 1.7372], [0.8216, -3.4962, 2.5420], [-0.7306, -4.1050, 3.2456]],
  "mulliken_charge": [-0.503, 0.677, -0.461, 0.412, 0.472, 0.471, 0.347, 0.917, 0.960, -1.653, -1.188, -1.364, -1.241, -1.693, -1.218, 0.348, 0.440, 0.401, 0.349, 0.471, 0.079, 0.250, 0.490, 0.160, 0.282, 0.520, 0.067, 0.391, 0.400, 0.435, 0.518, 0.188, 0.181, -0.599, -0.479, 0.428, 0.356, -0.046, -1.040, 0.462, 0.391, -0.855, 0.385, -0.988, -1.210, 1.654, -0.132, -1.006, -0.895, -1.203, -0.071, -0.943, -0.783, -0.551, 0.449, 0.102, 0.232, 0.446, 0.275, 0.322, 0.227, 0.274, 0.484, 0.315, 0.444, 0.282, 0.137, 0.430, 0.262, 0.372, 0.312, 0.491, 0.298, 0.445, 0.259, 0.199, 0.389, 0.207, -0.227, 0.279, 0.514],
  "e_lumo_ha": [-0.3749, -0.3778],
  "total_charge": 2
}